(1)
C27H32ClHoN3O4S2 | ωB97M-V/def2-TZVPD

As for the total charge: -1. Its multiplicity is 5. The expectation value of S² is 6.01. The HOMO-LUMO gap (alpha / beta) comes out at 5.183 / 5.160 eV. As for the HOMO energy (alpha / beta): -2.73 / -2.71 eV.

XYZ file:
```
70
Properties=species:S:1:pos:R:3:nbo_charge:R:1
Ho -0.7336 0.0335 -0.2092 1.282
Cl -2.9939 0.5332 -0.8311 -0.612
N -1.4384 -0.8937 1.6026 -0.650
N -0.0430 0.9882 -2.0197 -0.651
C -1.8855 -2.1291 1.6497 0.696
C -0.0580 0.3972 -3.1943 0.697
C -1.8324 -0.1383 2.7576 0.072
C -2.9978 -0.9882 3.2132 -0.076
C -2.2390 1.3013 2.4655 -0.639
C -0.6666 -0.2043 3.7245 -0.609
H -3.0165 1.3445 1.6914 0.249
H -1.3762 1.9005 2.1343 0.240
H -2.6141 1.7310 3.4023 0.209
H -0.4263 -1.2545 3.9505 0.212
H -0.9536 0.3072 4.6454 0.192
H 0.2299 0.2696 3.3000 0.256
C 0.0807 2.4136 -2.1390 0.073
C -0.3648 2.5744 -3.5762 -0.076
C 1.5549 2.7269 -1.9607 -0.614
C -0.7886 3.2117 -1.1753 -0.644
H -1.8381 2.8937 -1.2334 0.252
H -0.6976 4.2694 -1.4521 0.209
H -0.4420 3.0993 -0.1354 0.243
H 2.1470 2.1724 -2.7055 0.208
H 1.9007 2.4450 -0.9559 0.253
H 1.6986 3.7988 -2.1112 0.192
O -0.1134 1.2559 -4.1884 -0.482
H 0.2075 3.3199 -4.1213 0.193
H -1.4472 2.7432 -3.6526 0.197
O -2.7186 -2.3251 2.6473 -0.482
H -3.9447 -0.6605 2.7639 0.196
H -3.0637 -1.0806 4.2936 0.194
C -1.5124 -3.2514 0.7617 -0.517
C 0.0354 -1.0513 -3.4776 -0.495
C -0.9492 -1.9607 -2.7706 -0.087
H 1.0634 -1.3517 -3.1921 0.263
H -0.0640 -1.1438 -4.5625 0.228
C -1.0424 -2.0153 -1.3964 -0.300
C -1.6950 -3.0271 -0.7250 -0.002
H 0.7359 -1.2671 -0.3328 -0.501
C -2.3564 -4.0103 -1.4778 -0.030
C -2.3240 -3.9234 -2.8579 -0.270
C -3.0447 -5.1610 -0.8229 -0.632
C -1.6100 -2.9438 -3.5240 0.005
H -2.8437 -4.6749 -3.4393 0.181
C -1.5161 -2.9773 -5.0128 -0.634
H -2.1779 -3.7623 -5.3929 0.205
H -0.5008 -3.2055 -5.3672 0.205
H -1.8277 -2.0286 -5.4669 0.207
H -2.3434 -5.8416 -0.3192 0.206
H -3.5695 -5.7425 -1.5879 0.205
H -3.7867 -4.8326 -0.0847 0.208
H -2.1034 -4.1065 1.1008 0.227
H -0.4421 -3.4571 0.9625 0.268
O 5.0977 -0.9699 2.0540 -0.905
S 4.2814 -0.1593 2.9324 2.213
O 3.9980 -0.6450 4.2674 -0.913
N 2.7431 -0.0326 2.1488 -0.670
C 2.3994 1.1639 1.7975 0.095
S 0.8851 1.5982 1.2238 -0.302
C 3.3919 2.2145 2.1098 -0.011
C 3.2581 3.5869 1.8847 -0.202
C 4.2625 4.4529 2.3268 -0.208
C 5.3807 3.9442 3.0030 -0.220
C 5.5001 2.5545 3.2360 -0.195
C 4.4922 1.6863 2.7822 -0.284
H 2.3748 3.9710 1.3681 0.241
H 4.1642 5.5216 2.1474 0.210
H 6.1535 4.6325 3.3521 0.212
H 6.3665 2.1599 3.7707 0.222
```

***

(2)
C2CdF5NO4S2 | ωB97M-V/def2-TZVPD

As for the total charge: 0. For the energy relative to the best compared isomer or geometry (same formula, charge and spin), the calculation gives 0.0 kcal/mol. The HOMO-LUMO gap comes out at 4.984 eV. As for the HOMO energy: -8.05 eV.

XYZ file:
```
15
Properties=species:S:1:pos:R:3:nbo_charge:R:1
Cd -2.1861 0.3703 2.0229 1.736
N 0.4679 -0.2862 0.2515 -0.989
S -0.8703 0.0218 -0.8341 2.042
O -0.8801 -1.0978 -1.7678 -0.868
O -2.0438 0.1066 0.0990 -1.136
C -0.9441 1.6395 -1.7976 0.221
F -0.2274 2.5315 -1.0517 -0.375
F -0.1767 1.4439 -2.9080 -0.360
S 0.3540 -0.1525 1.9757 1.680
O -0.3174 1.2189 2.1264 -1.073
O -0.7830 -1.0907 2.3946 -1.071
C 1.6967 -1.0274 -0.1226 1.098
F 2.6610 -0.1242 -0.3073 -0.301
F 1.6249 -1.6649 -1.3017 -0.301
F 1.9232 -2.0196 0.7356 -0.303
```

***

(3)
C2H3ClS2 | ωB97M-V/def2-TZVPD

As for the total charge: 0. For the energy relative to the best compared isomer or geometry (same formula, charge and spin), the calculation gives 55.8 kcal/mol. The HOMO-LUMO gap (alpha / beta) comes out at 7.538 / 7.536 eV. As for the HOMO energy (alpha / beta): -8.83 / -8.83 eV.

XYZ file:
```
8
Properties=species:S:1:pos:R:3:nbo_charge:R:1
C -0.8483 -1.0337 0.1521 -0.079
C -1.3814 0.3910 0.2257 -0.512
S -1.3510 -2.4981 0.1579 0.298
S 1.6164 -0.7662 -0.2751 -0.357
Cl -2.9900 0.7142 -0.4813 0.000
H -0.5879 0.8087 -0.3462 0.260
H -1.2672 0.7177 1.2216 0.255
H 2.0622 -2.0188 -0.5556 0.135
```

***

(4)
C2H2N3O2 | ωB97M-V/def2-TZVPD

As for the total charge: +1. For the energy relative to the best compared isomer or geometry (same formula, charge and spin), the calculation gives 27.8 kcal/mol. The HOMO-LUMO gap (alpha / beta) comes out at 9.283 / 9.284 eV. As for the HOMO energy (alpha / beta): -16.27 / -16.27 eV.

XYZ file:
```
9
Properties=species:S:1:pos:R:3:nbo_charge:R:1
C -0.7752 0.7846 -0.1307 -0.010
C 2.5780 -0.5129 0.2984 0.546
N 1.5896 1.2681 -0.0676 0.285
N 0.4477 1.2375 -0.1620 0.067
N -1.0406 -0.5130 -0.0145 0.075
O 3.2979 -1.1926 -0.2016 -0.382
O -2.2682 -0.8790 0.1071 -0.380
H -1.6593 1.6058 -0.2170 0.275
H -2.1700 -1.7986 0.3878 0.524
```

***

(5)
CH3F4NOP2S | ωB97M-V/def2-TZVPD

As for the total charge: 0. For the energy relative to the best compared isomer or geometry (same formula, charge and spin), the calculation gives 22.1 kcal/mol. The HOMO-LUMO gap comes out at 9.962 eV. As for the HOMO energy: -10.03 eV.

XYZ file:
```
13
Properties=species:S:1:pos:R:3:nbo_charge:R:1
C 0.0951 0.8348 -1.7158 -0.778
N -0.5131 1.6038 1.0466 -1.225
O -0.3158 -1.2571 0.4107 -1.077
F 1.6140 -0.2501 1.7545 -0.523
F 2.0422 -2.2645 0.4793 -0.524
F -2.5190 -0.2621 0.4776 -0.549
F -1.4251 -0.6784 2.5323 -0.543
P 1.1272 -0.9425 0.3728 2.237
P -1.2309 0.3262 1.2549 2.160
S 1.6483 0.1031 -1.3122 0.024
H 0.2118 1.3228 -2.6354 0.245
H -0.0296 1.4717 -0.8307 0.306
H -0.7050 -0.0078 -1.8346 0.248
```

***

(6)
C6H12O3 | ωB97M-V/def2-TZVPD

As for the total charge: 0. For the energy relative to the best compared isomer or geometry (same formula, charge and spin), the calculation gives 37.5 kcal/mol. The HOMO-LUMO gap comes out at 10.142 eV. Its SMILES is C/C=C(\C)C(O)(O)OC. As for the HOMO energy: -9.34 eV.

XYZ file:
```
21
Properties=species:S:1:pos:R:3:nbo_charge:R:1
C 2.6625 -0.5426 -0.0275 -0.648
C 1.2928 -0.2747 -0.5553 -0.140
C 0.3427 0.4504 0.0286 -0.068
C 0.4368 1.1218 1.3672 -0.652
C -0.9591 0.6809 -0.6927 0.727
O -0.8876 0.3612 -2.0308 -0.714
O -1.4209 1.9582 -0.4822 -0.703
O -2.0680 -0.2402 -0.2210 -0.601
C -1.7303 -1.4975 0.3192 -0.247
H 3.4047 -0.2113 -0.7537 0.224
H 2.8517 -0.0390 0.9151 0.210
H 2.8034 -1.6154 0.1097 0.220
H 1.0824 -0.7031 -1.5263 0.219
H 0.8060 2.1409 1.2477 0.230
H -0.5520 1.1832 1.8190 0.230
H 1.1103 0.5869 2.0327 0.212
H -1.8460 0.1589 -2.2329 0.483
H -2.3643 1.9781 -0.6979 0.484
H -1.2440 -1.3992 1.2947 0.169
H -2.6628 -2.0502 0.4357 0.192
H -1.0583 -2.0475 -0.3491 0.173
```

***

(7)
C19H16BF4N2Re | ωB97M-V/def2-TZVPD

As for the total charge: +2. For the energy relative to the best compared isomer or geometry (same formula, charge and spin), the calculation gives 0.0 kcal/mol. The HOMO-LUMO gap comes out at 6.455 eV. As for the HOMO energy: -15.49 eV.

XYZ file:
```
43
Properties=species:S:1:pos:R:3:nbo_charge:R:1
Re 0.0621 -1.1826 -0.2436 1.451
C 0.4460 -1.2810 2.8349 -0.292
N 1.1488 -1.3068 1.5473 -0.550
C 2.4306 -1.5347 1.4117 0.230
C 2.9192 -1.4376 0.1017 -0.032
C 4.1533 -1.2796 -0.4871 -0.065
C 3.9253 -0.8181 -1.8103 -0.253
C 2.5756 -0.6735 -1.9763 0.048
N 1.9224 -1.0941 -0.8320 -0.488
C -0.7602 -0.4462 2.5167 0.224
C -1.0032 0.7771 3.0856 -0.273
C -2.0456 1.5747 2.5948 -0.023
C -2.8354 1.1777 1.5173 -0.246
C -2.6194 -0.0573 0.9507 -0.031
C -1.5610 -0.8846 1.4146 -0.516
H 1.0672 -0.8365 3.6112 0.241
H 0.1642 -2.2918 3.1424 0.249
H 3.0570 -1.7533 2.2714 0.248
H 5.1112 -1.4469 -0.0195 0.264
H 4.6762 -0.6155 -2.5558 0.271
H 2.0227 -0.3648 -2.8494 0.245
H -0.3917 1.1353 3.9034 0.254
H -2.2355 2.5316 3.0655 0.254
H -3.6351 1.8131 1.1632 0.261
H -3.2704 -0.4282 0.1681 0.252
H -1.7455 -1.9637 1.3256 0.301
F -0.9745 -2.3756 -1.2095 -0.472
B -0.4883 -4.8443 -0.3444 1.482
F -1.7485 -5.1275 -0.1572 -0.469
F 0.1631 -5.2263 -1.4075 -0.468
F 0.1414 -4.0573 0.5553 -0.532
C -0.3469 0.3578 -0.9144 0.194
C -0.6301 1.6296 -1.4329 -0.218
C -1.4230 1.7498 -2.5914 -0.119
C -1.6838 3.0053 -3.0974 -0.209
C -1.1620 4.1302 -2.4619 -0.091
C -0.3765 4.0180 -1.3161 -0.215
C -0.1064 2.7719 -0.7937 -0.124
H -1.8153 0.8631 -3.0723 0.238
H -2.2882 3.1175 -3.9865 0.254
H -1.3689 5.1116 -2.8684 0.249
H 0.0217 4.9055 -0.8444 0.250
H 0.5073 2.6579 0.0905 0.227
```

***

(8)
CN2O3S | ωB97M-V/def2-TZVPD

As for the total charge: 0. For the energy relative to the best compared isomer or geometry (same formula, charge and spin), the calculation gives 24.9 kcal/mol. The HOMO-LUMO gap (alpha / beta) comes out at 7.747 / 7.765 eV. As for the HOMO energy (alpha / beta): -11.03 / -11.07 eV.

XYZ file:
```
7
Properties=species:S:1:pos:R:3:nbo_charge:R:1
C 1.3639 1.5991 -1.0737 0.290
N 2.1502 2.3311 -1.5456 -0.165
N 0.8086 0.7319 -0.3110 0.093
O -0.3448 0.6644 0.1163 -0.223
O -0.2295 -2.2524 0.7239 -0.852
O -2.4204 -1.6961 1.4766 -0.840
S -1.3280 -1.3780 0.6135 1.696
```